81
Properties=species:S:1:pos:R:3:lowdin_charge:R:1 method="wB97M-V/def2-TZVPD" lumo_ha="-0.005 / -0.084" s_squared=0.75 mol_weight_g_mol=539.6 spin_multiplicity=2 e_homo_ev="-8.668 / -8.939"
Be -4.3532 0.4605 0.7272 0.832
N -1.5189 -0.4210 -0.1569 -0.650
O -0.3948 -0.7544 -0.5690 -0.012
O -2.4355 -1.1924 -0.1675 -0.043
O -1.7806 0.6581 0.3046 -0.072
C 2.9856 2.2843 -1.8248 -0.143
C 3.4485 1.9080 -3.1943 -0.196
C 2.2842 2.0162 -4.1437 -0.198
O 1.1223 2.2503 -3.3623 -0.130
C 1.4733 1.9563 -2.0338 -0.214
H 3.0771 3.3641 -1.7076 0.110
H 3.5816 1.7648 -1.0744 0.099
H 3.7846 0.8711 -3.1971 0.094
H 4.3325 2.4751 -3.4857 0.115
H 2.1894 1.1507 -4.7994 0.118
H 2.4821 2.8212 -4.8515 0.112
H 1.2891 0.8937 -1.8757 0.097
H 0.7249 2.3762 -1.3616 0.115
C 0.1487 -4.3921 0.7997 -0.203
C -1.0186 -4.2274 1.6926 -0.194
C -2.0118 -5.1382 0.9463 -0.179
O -1.5499 -5.1618 -0.4269 -0.153
C -0.4407 -4.2610 -0.6153 -0.171
H 0.5276 -5.4053 0.9334 0.119
H 0.8534 -3.5956 1.0386 0.100
H -1.2743 -3.1754 1.5664 0.102
H -0.9040 -4.5064 2.7401 0.117
H -2.9820 -4.6830 1.1452 0.113
H -1.8402 -6.1516 1.3092 0.116
H -0.7771 -3.2639 -0.8994 0.090
H 0.2538 -4.5385 -1.4082 0.113
C 4.0083 -2.3343 -0.4036 -0.195
C 4.4213 -3.3798 -1.4396 -0.165
C 4.6767 -2.5503 -2.7092 -0.211
O 3.7552 -1.5108 -2.5626 -0.145
C 3.1613 -1.4328 -1.2133 -0.174
H 4.9056 -1.8677 0.0027 0.116
H 3.4622 -2.7758 0.4300 0.108
H 3.5925 -4.0771 -1.5626 0.108
H 5.2645 -4.0050 -1.1457 0.109
H 4.4220 -3.2267 -3.5251 0.118
H 5.6857 -2.1392 -2.7408 0.119
H 2.1313 -1.7807 -1.1355 0.113
H 3.1641 -0.4313 -0.7831 0.089
C 3.1588 1.4799 2.8845 -0.181
C 2.4186 0.6416 1.9293 -0.189
C 1.1415 0.2724 2.6027 -0.230
O 1.1345 0.9349 3.8390 -0.134
C 2.1332 2.0253 3.8050 -0.163
H 3.7215 2.3062 2.4500 0.123
H 3.7513 0.7789 3.4724 0.126
H 2.8638 -0.3209 1.6775 0.106
H 2.1756 1.0742 0.9588 0.103
H 1.0093 -0.8037 2.7158 0.124
H 0.3570 0.6061 1.9235 0.091
H 2.4850 2.3121 4.7960 0.124
H 1.6212 2.8840 3.3707 0.105
C -6.5260 2.1758 -2.1304 -0.059
O -5.4709 2.1501 -3.1481 -0.028
C -4.2082 1.5480 -2.7917 -0.528
O -4.0092 0.9666 -1.6918 -0.019
O -3.3663 1.6979 -3.6847 0.073
C -1.9913 1.3543 -3.4999 0.023
H -7.3527 2.8291 -2.4093 0.086
H -6.2716 2.5897 -1.1546 0.075
H -6.9982 1.2004 -2.0133 0.089
H -1.8692 0.2952 -3.7273 0.114
H -1.6216 1.5844 -2.5007 0.095
H -1.4115 1.8409 -4.2842 0.098
C -5.4142 2.0032 4.9419 -0.046
O -4.3497 2.8700 4.5160 -0.042
C -3.4317 2.4207 3.5267 -0.526
O -3.4149 1.3329 3.0003 0.041
O -2.5679 3.3942 3.3149 0.032
C -1.4607 3.3232 2.4167 -0.022
H -5.9932 1.6190 4.1021 0.093
H -5.9327 2.5034 5.7599 0.094
H -4.9210 1.2208 5.5188 0.093
H -1.7767 3.1376 1.3902 0.088
H -0.6334 2.6221 2.5266 0.076
H -0.9067 4.2585 2.3368 0.097



88
Properties=species:S:1:pos:R:3:lowdin_charge:R:1 method="wB97M-V/def2-TZVPD" lumo_ha=-0.011 mol_weight_g_mol=1088.6 spin_multiplicity=1 relative_energy_kj_mol=4986.01 e_homo_ev=-7.704
Cl -13.9463 -6.7916 -23.3749 0.621
C -13.0897 -5.3294 -23.7457 -0.771
C -14.0725 -4.1255 -23.9209 -0.679
Cl -15.2158 -4.3473 -25.2796 0.576
H -12.5108 -5.6737 -24.6027 0.087
H -12.4424 -5.2029 -22.8779 -0.202
H -13.4468 -3.2550 -24.1181 0.049
H -14.5384 -3.9293 -22.9552 -0.018
Cl -17.6263 -4.8374 -20.0896 0.635
C -15.9983 -4.2589 -19.6795 -0.776
C -15.3695 -3.2126 -20.6997 -0.775
Cl -16.1743 -1.7127 -20.6076 0.734
H -15.3801 -5.1531 -19.5987 -0.072
H -16.0687 -3.7721 -18.7068 0.023
H -15.3358 -3.5611 -21.7319 0.016
H -14.3212 -2.9984 -20.4913 -0.001
Cl -14.1080 -9.0535 -22.3245 0.565
C -15.4478 -7.9782 -22.1580 -0.710
C -15.1546 -6.8120 -21.0782 -0.600
Cl -14.8250 -7.5173 -19.4328 0.845
H -16.3134 -8.5762 -21.8730 0.072
H -15.7354 -7.6548 -23.1584 0.020
H -15.9354 -6.0619 -20.9523 -0.010
H -14.2668 -6.2914 -21.4371 -0.236
Cl -6.7403 -5.2356 -18.1999 0.643
C -7.9489 -4.5895 -19.2510 -0.758
C -9.1275 -3.9838 -18.4500 -0.509
Cl -10.4983 -3.7088 -19.5527 0.681
H -8.3592 -5.4197 -19.8260 -0.071
H -7.5505 -3.8627 -19.9588 0.014
H -8.8648 -3.0295 -17.9935 0.099
H -9.4796 -4.5868 -17.6130 -0.180
Cl -10.2251 -7.3128 -23.5266 0.636
C -9.4098 -5.9172 -22.7825 -0.687
C -9.6671 -5.9366 -21.2880 -0.780
Cl -8.8847 -7.3388 -20.4895 0.752
H -9.7897 -5.0477 -23.3189 0.011
H -8.3280 -5.9419 -22.9134 0.072
H -10.7354 -5.9903 -21.0783 -0.041
H -9.3990 -5.0133 -20.7744 -0.117
Cl -13.7897 -4.9094 -21.4313 0.751
C -12.3535 -4.4627 -20.4591 -0.809
C -12.6098 -4.9542 -19.0357 -0.591
Cl -14.0443 -4.3761 -18.2722 0.818
H -12.2319 -3.3800 -20.4946 -0.106
H -11.4823 -4.9293 -20.9188 -0.058
H -11.7373 -4.6503 -18.4574 -0.077
H -12.5652 -6.0379 -18.9272 0.043
Cl -12.9868 -5.0045 -15.7142 0.637
C -13.1550 -6.6802 -16.2864 -0.552
C -14.4422 -6.8218 -17.0755 -0.837
Cl -15.8508 -6.9295 -15.9721 0.579
H -13.1511 -7.3581 -15.4329 0.078
H -12.2980 -6.8622 -16.9350 0.062
H -14.4144 -7.6938 -17.7290 -0.067
H -14.5940 -5.9380 -17.6950 -0.125
Cl -11.6217 -2.2769 -19.4807 0.598
C -12.5078 -0.7084 -19.0995 -0.361
C -14.0005 -1.0500 -18.9960 -0.636
Cl -14.3986 -1.5848 -17.3439 0.709
H -12.2717 -0.2071 -20.0381 0.070
H -12.0435 -0.2746 -18.2139 0.085
H -14.3157 -1.8150 -19.7055 -0.065
H -14.5276 -0.1040 -19.1198 0.061
Cl -12.3708 -6.6854 -21.9652 0.514
C -12.2796 -7.7863 -20.5031 -0.495
C -11.2941 -8.9892 -20.6742 -0.581
Cl -11.9896 -10.1305 -21.8886 0.493
H -13.3366 -7.9189 -20.2723 -0.110
H -12.0002 -7.3592 -19.5400 0.061
H -11.2125 -9.6034 -19.7775 0.073
H -10.2503 -8.8172 -20.9369 -0.060
Cl -8.7131 -3.6454 -21.7789 0.844
C -9.7756 -2.2677 -21.4658 -0.583
C -11.1038 -2.2022 -22.2913 -0.454
Cl -11.8052 -3.7760 -22.5035 0.883
H -9.2176 -1.3668 -21.7209 0.087
H -9.8462 -2.2572 -20.3781 -0.046
H -10.9300 -1.7644 -23.2742 0.093
H -11.8372 -1.5479 -21.8200 0.065
Cl -11.4188 -2.4926 -14.3735 0.560
C -12.2423 -2.3426 -15.9575 -0.772
C -11.2606 -2.7137 -17.0967 -0.581
Cl -10.6947 -4.3739 -16.9126 0.806
H -12.7329 -1.3785 -16.0910 -0.006
H -13.0273 -3.0986 -15.9764 -0.114
H -10.4443 -2.0009 -17.2137 0.098
H -11.7517 -2.8410 -18.0614 -0.145



76
Properties=species:S:1:pos:R:3:lowdin_charge:R:1 method="wB97M-V/def2-TZVPD" lumo_ha="0.165 / 0.165" s_squared=3.78 mol_weight_g_mol=705.9 total_charge=-2 spin_multiplicity=4 e_homo_ev="0.312 / -0.447"
C 0.1475 -2.0250 -3.7798 -0.501
C -0.3801 -0.6949 -4.0476 -0.392
C -1.6425 -0.5809 -3.3427 -0.379
C 0.0535 0.1918 -5.1746 -0.130
C -1.9847 -1.8885 -2.8798 -0.346
C -0.9954 -2.8717 -3.3550 -0.358
C -1.1111 -4.2290 -3.5085 -0.028
C 1.4235 -2.5253 -4.3180 -0.076
C -2.5738 0.5994 -3.4050 -0.065
C -3.2873 -2.2747 -2.2561 -0.058
Re -0.0671 -1.2023 -1.9768 1.162
Cl 1.3246 1.6974 -2.8547 -0.240
Cl 2.1417 -0.9023 -1.1594 0.033
O -0.9911 -2.0675 -0.4251 -0.472
H 1.1190 0.0973 -5.3659 0.052
H -0.1633 1.2408 -4.9763 0.017
H -0.4934 -0.1224 -6.0708 0.073
H -2.0216 1.5425 -3.3817 0.066
H -3.3086 0.5727 -2.5978 0.062
H -3.1432 0.5680 -4.3426 0.079
H -3.6155 -1.4975 -1.5604 0.072
H -3.1311 -3.2072 -1.7132 0.065
H -4.0807 -2.4445 -3.0012 0.076
H -2.0254 -4.7301 -3.1951 0.008
H 0.0751 -3.8251 -0.8269 0.044
H -0.2620 -4.8003 -3.8926 0.017
H 2.2042 -1.7665 -4.2146 0.073
H 1.2524 -2.7737 -5.3724 0.081
H 1.7455 -3.3980 -3.7490 0.061
H -0.5462 -1.6233 0.3347 -0.064
O 0.8755 -3.4138 -1.2054 -0.236
H 1.3816 -4.1841 -1.5479 0.062
C 2.6212 -1.0343 2.3364 -0.056
C 1.1588 -1.3377 2.6494 -0.610
C 0.9097 -2.8300 2.4561 -0.036
C 0.8153 -0.9120 4.0712 -0.045
O 0.2577 -0.6697 1.7029 -0.217
Si 0.2001 0.9117 1.2025 -0.094
S -0.7051 0.8084 -0.6775 0.332
O -0.4990 1.8435 2.3850 -0.165
C -1.8239 1.8852 2.9593 -0.651
C -2.6330 0.6458 2.6038 -0.047
C -1.6491 1.9927 4.4668 -0.042
C -2.5268 3.1292 2.4299 -0.038
O 1.7267 1.5545 1.1020 -0.176
C 2.2400 2.8789 1.0367 -0.663
C 1.6708 3.6238 -0.1602 -0.088
C 1.9151 3.6696 2.3060 -0.052
C 3.7474 2.7543 0.8792 -0.042
H 3.2547 -1.6856 2.9579 0.081
H 2.8701 0.0110 2.5456 0.072
H 2.8133 -1.2338 1.2775 0.023
H 1.5782 -3.3796 3.1289 0.077
H -0.1329 -3.0707 2.6993 0.089
H 1.1134 -3.1265 1.4199 0.075
H 1.0105 0.1568 4.2223 0.081
H -0.2417 -1.1267 4.2806 0.076
H 1.4292 -1.4671 4.7984 0.081
H -2.1616 -0.2620 2.9961 0.079
H -3.6223 0.7386 3.0781 0.081
H -2.7766 0.5481 1.5204 0.068
H -1.0687 2.8910 4.7166 0.084
H -2.6244 2.0717 4.9677 0.079
H -1.1442 1.0985 4.8592 0.068
H -1.9486 4.0239 2.6857 0.080
H -2.6551 3.0772 1.3424 0.090
H -3.5133 3.1969 2.9070 0.077
H 0.5874 3.7485 -0.0468 0.076
H 2.1651 4.6047 -0.2624 0.080
H 1.8270 3.0187 -1.0708 -0.051
H 2.3019 3.1481 3.1896 0.079
H 2.3866 4.6649 2.2523 0.078
H 0.8304 3.7787 2.4277 0.064
H 4.2023 2.2819 1.7620 0.075
H 3.9826 2.1629 -0.0162 0.095
H 4.1910 3.7548 0.7737 0.075